Record 1
16
Properties=species:S:1:pos:R:3:nbo_charge:R:1 method="wB97M-V/def2-TZVPD" homo_lumo_gap_ev=7.55 e_homo_ev=-6.6
C -1.92734 1.27729 1.32883 -0.26
O -1.69791 0.13335 0.53227 -0.54
C -0.83417 0.37158 -0.52699 0.22
C 1.95558 -1.26949 -1.61696 -0.45
N 1.76049 -1.24518 -0.29517 -0.41
C 1.11787 -0.39178 0.48611 0.13
O 0.48977 0.66902 -0.10472 -0.54
H -0.99586 1.65831 1.76441 0.18
H -2.39482 2.08070 0.74002 0.17
H -2.60805 0.97709 2.12805 0.19
H -1.14339 1.24978 -1.11156 0.15
H -0.84577 -0.53283 -1.14407 0.17
H 1.60748 -0.43609 -2.20741 0.20
H 2.60616 -2.03365 -2.01194 0.19
H 2.17585 -2.01700 0.21589 0.41
H 0.96026 -0.62223 1.52973 0.17

=====

Record 2
7
Properties=species:S:1:pos:R:3:nbo_charge:R:1 method="wB97M-V/def2-TZVPD" homo_lumo_gap_ev=10.46 e_homo_ev=-10.0
C 0.95470 -0.54450 -0.41624 0.46
O -0.32254 -0.62682 0.19368 -0.82
O -2.64049 0.01235 0.76597 -0.91
O 1.73913 -0.92253 0.47332 -0.63
S -1.94616 -0.53085 -0.37118 1.40
H -1.77240 0.66292 -0.96917 0.01
H 1.17297 -1.05491 1.30007 0.49

=====

Record 3
13
Properties=species:S:1:pos:R:3:nbo_charge:R:1 method="wB97M-V/def2-TZVPD" homo_lumo_gap_ev=7.90 total_charge=+1 e_homo_ev=-12.5
C -1.14504 0.38482 -0.23433 0.37
C 1.62212 -0.64279 -0.37980 0.28
C -2.16680 -0.41095 -0.46660 0.12
C 1.32047 0.59833 0.32445 -0.42
N -0.08500 0.99375 0.02775 -0.41
O -2.91270 -0.79438 0.58610 -0.61
O 2.64149 -1.28704 -0.15722 -0.57
H -2.48919 -0.67970 -1.55167 0.27
H 1.44658 0.78157 1.43138 0.26
H 2.02709 1.32408 -0.18980 0.27
H -0.09559 2.03443 0.04172 0.43
H -3.65730 -1.34748 0.18150 0.52
H 3.49388 -0.95464 0.38651 0.48

=====

Record 4
11
Properties=species:S:1:pos:R:3:nbo_charge:R:1 method="wB97M-V/def2-TZVPD" homo_lumo_gap_ev="8.34 / 8.34" e_homo_ev="-8.9 / -8.9"
O -0.22802 0.12186 -1.50234 -0.51
C -1.17024 -0.17498 -0.62775 0.23
C -0.87425 -0.93244 0.47254 -0.50
C 0.85992 0.43700 0.72552 -0.27
C 0.98624 0.57874 -0.69763 0.28
N 2.02699 1.11143 -0.98632 -0.32
H -2.10354 0.38486 -0.71844 0.18
H -0.09726 -1.68754 0.41144 0.23
H -1.62401 -1.07746 1.24503 0.23
H 1.52537 -0.24119 1.24956 0.23
H 0.54736 1.31230 1.29282 0.22

=====

For reference, ΔE to the lowest compared entry with this formula, charge and spin by record: 97.2 60.2 112.8 109.1 kcal per mole.